12
Properties=species:S:1:pos:R:3:forces:R:3:nbo_charge:R:1 method="wB97M-V/def2-TZVPD" smiles="CC#CC(C)=O" total_charge=0 total_energy_ev=-7327.695 max_force_ha_per_bohr=0.012 e_above_lowest_kcal_mol=36.7 orbital_gap_ev=10.88 lumo_energy_ev=0.8 homo_ha=-0.3723
O 0.797 -0.085 -2.795 -0.173 0.007 0.475 -0.50
C 0.959 0.174 0.784 -0.108 -0.039 -0.500 0.08
C -1.256 -0.272 -1.537 -0.068 -0.013 -0.125 -0.70
C 0.874 0.081 -0.418 -0.025 0.039 0.607 -0.15
C 0.851 0.266 2.236 0.005 0.011 0.092 -0.69
C 0.238 -0.088 -1.723 0.045 -0.010 -0.217 0.53
H -1.429 -1.150 -0.905 0.022 0.085 -0.157 0.23
H 0.188 -0.534 2.581 0.144 0.103 0.039 0.24
H -1.758 -0.383 -2.498 0.070 0.008 0.086 0.23
H 1.806 0.185 2.759 -0.072 0.008 -0.146 0.24
H -1.655 0.587 -0.986 0.042 -0.092 -0.150 0.23
H 0.384 1.220 2.502 0.118 -0.107 -0.003 0.25


25
Properties=species:S:1:pos:R:3:forces:R:3:nbo_charge:R:1 method="wB97M-V/def2-TZVPD" total_charge=-1 total_energy_ev=-15118.034 max_force_ha_per_bohr=0.161 e_above_lowest_kcal_mol=54.4 orbital_gap_ev=7.05 lumo_energy_ev=3.2 homo_ha=-0.1398
O -0.096 -3.538 1.267 1.237 -0.062 1.107 -0.65
O -0.552 2.997 0.090 1.584 -0.296 0.636 -0.82
O 0.606 4.127 -1.374 1.856 -0.042 -0.051 -0.76
N -0.418 -1.970 -0.251 0.644 -0.693 0.954 -0.45
C 0.284 -2.437 0.884 -2.815 -0.995 -3.264 0.67
C 1.237 -1.524 1.515 -0.408 0.105 3.588 -0.74
C 0.578 3.277 -0.459 -3.609 0.789 -0.374 0.73
C -1.556 -2.805 -0.649 -1.996 0.650 -0.493 -0.43
C -1.486 0.225 -0.253 1.949 1.398 -7.940 -0.72
C 1.739 2.399 -0.069 -0.020 -1.033 -0.101 -0.73
C -0.247 -0.626 -0.760 0.070 1.386 1.774 -0.21
H -2.244 -3.159 0.122 0.683 0.363 1.034 0.21
H 0.690 -0.221 -0.345 -0.409 -0.331 -0.327 0.21
H 2.312 -1.642 1.466 0.087 0.061 -1.035 0.25
H -0.055 -0.594 -1.854 -0.811 -0.038 0.521 0.20
H -1.681 0.580 0.678 -0.706 -0.338 3.018 0.25
H 2.624 2.730 0.404 0.527 1.370 1.162 0.21
H 0.844 -0.510 1.459 0.683 0.081 -0.154 0.25
H -1.229 -3.740 -1.046 0.403 -0.499 -0.808 0.20
H 1.382 1.534 0.467 -0.253 -0.045 0.563 0.19
H -1.420 1.272 -0.763 0.630 -1.376 0.901 0.29
H 1.090 -1.793 2.606 0.067 0.288 -0.875 0.24
H 2.224 1.975 -0.908 0.091 -0.431 -1.712 0.20
H -2.401 -2.345 -1.286 2.194 -0.039 0.214 0.21
H -2.131 -0.147 -1.062 -1.678 -0.275 1.657 0.21


59
Properties=species:S:1:pos:R:3:forces:R:3:nbo_charge:R:1 method="wB97M-V/def2-TZVPD" total_charge=+2 total_energy_ev=-62396.705 max_force_ha_per_bohr=0.060 e_above_lowest_kcal_mol=20.5 orbital_gap_ev="5.93 / 5.93" lumo_energy_ev="-8.3 / -8.3" homo_ha="-0.5226 / -0.5227"
Os -1.728 -0.095 0.278 -0.464 -0.875 -2.725 0.93
Sb 2.023 0.516 0.185 0.552 0.202 0.167 1.74
S -0.164 1.437 0.670 -0.201 -0.322 -0.067 -0.33
F -1.212 -2.839 0.625 -0.233 -1.942 -1.668 -0.29
F -1.594 -1.902 2.433 -1.370 -0.105 2.778 -0.29
F 0.276 -1.655 1.499 1.640 0.470 0.085 -0.33
O -3.083 -1.431 -0.332 1.384 1.014 0.330 -0.64
N -3.265 1.134 0.363 -0.442 0.046 0.939 -0.49
N -5.260 2.007 0.366 -0.245 0.092 -0.027 -0.47
C 4.049 2.783 -0.020 -0.025 0.011 -0.081 -0.24
C 4.209 -0.724 4.331 0.067 0.081 0.207 -0.16
C 2.897 -2.576 -2.686 0.052 -0.005 0.005 -0.17
C -4.398 3.008 0.732 -0.014 0.027 -0.045 -0.02
C 1.838 -1.033 -1.204 -0.328 0.306 0.306 -0.32
C 0.501 -2.519 -2.527 -0.263 0.110 0.133 -0.19
C 3.063 2.097 -0.719 -0.176 -0.181 0.001 -0.32
C -3.172 2.470 0.738 0.080 0.071 0.171 -0.07
C -1.035 -1.756 1.298 -0.194 1.195 0.093 0.85
C 3.720 0.559 4.173 -0.103 0.075 -0.201 -0.18
C -6.364 -2.770 -1.008 0.992 -0.111 0.043 -0.14
C -4.395 -1.461 -0.478 -0.390 -0.419 -0.181 0.41
C 2.751 2.430 -2.036 -0.154 -0.148 -0.015 -0.24
C 2.996 -1.558 -1.753 0.062 -0.035 -0.067 -0.24
C -4.586 0.874 0.154 0.030 0.132 0.023 0.44
C -5.202 -0.351 -0.226 -0.665 -0.169 0.008 -0.19
C -4.988 -2.673 -0.883 -0.330 0.230 0.054 -0.23
C -7.166 -1.668 -0.737 -0.118 0.108 0.024 -0.18
C 1.656 -3.052 -3.068 0.111 -0.030 -0.047 -0.16
C 3.428 -1.322 2.146 -0.095 0.018 -0.036 -0.25
C 3.083 0.920 2.996 0.022 0.056 0.105 -0.26
C 3.434 3.467 -2.649 -0.164 -0.180 -0.018 -0.19
C 4.722 3.819 -0.649 -0.075 -0.126 0.070 -0.19
C -6.609 -0.483 -0.352 0.753 0.264 0.083 -0.15
C 4.411 4.156 -1.955 0.071 0.047 0.069 -0.14
C 0.599 -1.506 -1.595 -0.839 0.392 0.555 -0.18
C 4.064 -1.661 3.330 -0.092 -0.113 -0.310 -0.17
C 2.947 -0.027 1.992 -0.176 -0.105 -0.382 -0.29
H -4.331 -3.503 -1.065 0.078 -0.262 -0.076 0.24
H -0.363 -1.066 -1.167 0.888 -0.388 -0.545 0.13
H -4.730 3.998 0.943 -0.117 0.373 0.066 0.26
H 5.490 4.355 -0.121 0.159 0.104 0.119 0.24
H -6.820 -3.696 -1.305 -0.017 -0.238 -0.077 0.25
H 1.587 -3.842 -3.794 -0.020 -0.162 -0.156 0.24
H -2.238 2.934 0.964 0.181 0.116 0.074 0.25
H -0.462 -2.886 -2.829 -0.232 -0.091 -0.060 0.24
H -8.231 -1.749 -0.824 -0.327 -0.016 -0.025 0.25
H -7.267 0.340 -0.143 -0.108 0.262 0.064 0.21
H 2.699 1.922 2.882 -0.059 0.170 -0.004 0.22
H 1.992 1.881 -2.590 0.072 0.069 0.052 0.22
H 4.309 2.513 0.990 0.049 -0.052 0.208 0.23
H 3.296 -2.065 1.374 0.014 -0.078 -0.096 0.23
H 4.439 -2.659 3.467 0.085 -0.225 0.006 0.24
H 4.940 4.958 -2.438 0.115 0.173 -0.097 0.24
H 4.704 -0.996 5.248 0.082 -0.043 0.164 0.24
H -6.258 2.117 0.263 0.113 -0.065 -0.021 0.45
H 3.967 -1.186 -1.472 0.239 0.085 0.066 0.24
H 3.208 3.730 -3.667 -0.055 0.039 -0.190 0.24
H 3.790 -2.994 -3.114 0.174 -0.076 -0.080 0.25
H 3.832 1.279 4.960 0.026 0.225 0.226 0.24


14
Properties=species:S:1:pos:R:3:forces:R:3:nbo_charge:R:1 method="wB97M-V/def2-TZVPD" total_charge=+1 total_energy_ev=-36366.463 max_force_ha_per_bohr=0.111 e_above_lowest_kcal_mol=30.0 orbital_gap_ev=8.22 lumo_energy_ev=-6.5 homo_ha=-0.5427
S -1.394 -1.587 0.805 -1.856 -0.669 -0.856 1.41
P -1.755 1.086 0.155 2.115 -0.600 -0.343 2.47
O -2.441 -0.280 0.064 -0.988 -1.771 -0.708 -0.98
O -0.690 1.259 -1.228 -2.851 -0.337 0.120 -0.49
O -0.583 0.653 1.249 -0.987 0.664 0.563 -0.63
O -2.519 2.277 0.217 -0.735 1.483 0.549 -0.94
N 0.548 1.168 -1.007 4.661 -0.524 1.892 0.03
N 2.507 0.384 0.193 1.791 -0.415 0.321 -0.75
N -0.186 -0.656 0.913 2.568 0.635 -0.053 -0.56
N -0.178 -3.195 -1.317 -0.244 0.256 0.373 -0.10
C 1.435 0.707 -0.359 -4.356 1.349 -3.450 0.67
C -0.636 -2.606 -0.437 -0.049 -0.019 0.378 -0.06
H 3.279 0.022 -0.352 0.093 -0.307 0.284 0.47
H 2.614 0.767 1.103 0.839 0.255 0.929 0.45